Computed, not measured: a molecular structure, C41H55AsO6P2S3Si4Tc at a distorted geometry, with ωB97M-V/def2-TZVPD.

The geometry in XYZ format:
```
113
Properties=species:S:1:pos:R:3:forces:R:3:lowdin_spin:R:1
Tc -0.24670 0.09610 -0.27020 0.70 -1.89 0.07 2.598
S 0.39430 -0.34380 1.99260 -0.18 0.85 0.04 0.076
P 0.95120 -2.24280 1.36550 0.46 -2.76 -1.15 0.016
C 1.17770 -3.05130 -0.12820 -0.82 2.69 0.32 0.045
P 0.95510 -2.41890 -1.72000 1.30 -2.66 0.89 0.017
S -0.05800 -0.74510 -2.49130 -0.81 0.51 0.12 0.087
C 2.50780 -2.59750 -2.58340 -0.54 0.19 0.38 0.005
C 2.53870 -3.18160 -3.83820 0.08 0.14 -0.07 0.001
C 3.72630 -3.58510 -4.41820 -0.26 -0.05 -0.66 0.005
C 4.91240 -3.48460 -3.66200 0.16 -0.04 0.16 0.001
C 4.93290 -2.92560 -2.42840 0.01 0.16 0.13 0.005
C 3.75900 -2.20920 -1.87860 -0.28 -0.58 0.22 0.001
C -0.12820 -3.76570 -2.35540 -0.29 0.46 -0.19 0.005
C -1.45270 -3.53010 -2.70390 0.18 0.08 -0.08 0.004
C -2.32410 -4.58060 -2.92050 -0.24 -0.22 -0.02 0.001
C -1.88070 -5.88510 -2.79960 -0.20 -0.06 -0.06 0.000
C -0.55400 -6.12970 -2.47440 0.05 -0.15 0.03 0.001
C 0.31370 -5.07960 -2.24600 0.17 -0.12 -0.11 0.001
C 2.40440 -2.66960 2.40020 0.00 0.40 0.09 0.000
C 2.77360 -1.93960 3.52200 -0.12 -0.10 -0.09 0.001
C 3.89210 -2.30800 4.24770 0.17 0.00 0.24 0.000
C 4.64740 -3.40320 3.86080 0.10 0.02 0.08 0.000
C 4.28500 -4.12890 2.73670 0.11 -0.12 0.11 0.000
C 3.17060 -3.76210 2.00910 -0.12 -0.06 -0.11 0.002
C -0.32940 -3.27550 2.21800 -0.01 0.36 0.07 0.005
C -0.87960 -2.91200 3.43840 0.00 -0.14 -0.02 0.004
C -1.93770 -3.63300 3.96090 -0.12 0.03 0.25 0.001
C -2.45450 -4.71650 3.26880 -0.17 -0.12 0.05 0.001
C -1.88800 -5.09950 2.06450 -0.12 -0.10 0.11 0.000
C -0.82370 -4.38560 1.54800 0.06 -0.11 -0.06 0.002
H 1.59150 -3.36650 -4.33880 0.06 -0.02 -0.11 0.000
H 3.73480 -4.04490 -5.39710 -0.01 -0.10 -0.04 0.000
H 5.81980 -3.93010 -4.06000 0.06 0.01 0.01 0.000
H 5.83950 -2.88340 -1.84260 0.17 -0.11 0.06 0.000
H 3.66440 -2.33610 -0.78730 -0.05 0.06 -0.29 0.000
H -1.79940 -2.51050 -2.79390 -0.05 -0.01 0.01 0.003
H -3.35690 -4.37290 -3.16870 -0.07 -0.02 -0.03 0.000
H -2.56670 -6.70880 -2.95260 -0.02 -0.05 -0.03 0.000
H -0.20520 -7.15060 -2.38320 0.06 -0.04 0.00 0.000
H 1.34350 -5.26730 -1.97350 0.06 0.02 0.04 0.000
H 2.18430 -1.08030 3.81310 0.04 0.06 0.04 0.001
H 4.18240 -1.73910 5.12170 0.01 0.06 0.04 0.000
H 5.52480 -3.68590 4.42840 0.05 0.00 0.04 0.000
H 4.87770 -4.98170 2.42910 0.01 -0.01 -0.04 0.000
H 2.87820 -4.30310 1.11810 0.00 0.04 -0.08 0.001
H -0.49730 -2.04300 3.95510 -0.04 0.07 0.08 0.002
H -2.37850 -3.33700 4.90370 -0.04 0.03 0.07 0.000
H -3.30760 -5.25520 3.66260 -0.02 -0.03 0.05 0.000
H -2.28670 -5.94360 1.51670 -0.02 -0.05 -0.03 0.000
H -0.37850 -4.65760 0.59850 0.05 0.13 -0.06 0.000
O 3.86480 1.56620 -0.92780 0.19 0.16 0.02 0.000
As 2.80830 0.38760 -1.59090 2.95 -0.76 -1.78 0.003
O 4.05460 -0.74900 -2.05850 -0.31 0.83 -0.02 0.002
O 1.97140 -0.33850 -0.41600 -1.61 -0.15 1.10 0.021
C 2.23880 0.98240 -3.35800 0.26 0.04 0.25 0.003
C 2.53950 0.24740 -4.49750 0.23 -0.16 0.26 0.003
C 2.16520 0.74950 -5.73180 0.01 0.01 -0.08 0.000
C 1.52050 1.97460 -5.84110 -0.01 0.03 0.13 0.001
C 1.25570 2.71610 -4.70100 -0.09 0.16 -0.16 0.000
C 1.62450 2.20620 -3.47600 -0.15 0.05 0.54 0.002
S 1.30800 3.08600 -1.96700 -0.28 1.32 -1.17 0.004
O 2.57350 3.73260 -1.62690 -0.22 0.07 0.13 0.003
O 0.23220 4.00600 -2.23980 0.02 -0.16 -0.03 0.000
O 0.99100 2.01580 -1.00750 -0.20 -0.09 0.34 0.042
H 3.47270 2.45120 -1.07240 0.18 0.36 0.11 0.000
H 3.03800 -0.71030 -4.40520 -0.01 0.04 -0.02 0.000
H 2.38100 0.17820 -6.62340 0.01 -0.09 -0.04 0.000
H 1.21950 2.34470 -6.81030 -0.01 0.06 -0.09 0.000
H 0.76210 3.67500 -4.72680 -0.11 0.08 -0.11 0.000
C -1.81210 -1.43220 0.04360 -0.12 0.15 -0.13 -0.051
H -2.70360 -1.36220 -0.58390 0.09 0.37 -0.18 0.002
H -2.16630 -1.53280 1.07490 0.23 0.33 -0.02 0.000
H -1.35000 -2.39560 -0.21140 0.08 0.41 0.02 0.005
C -4.02370 0.20650 -2.73590 0.31 0.46 0.64 0.002
Si -3.36130 1.89430 -2.07180 -0.29 -0.17 -1.25 0.017
C -2.26030 2.49410 -3.52010 -0.08 -0.05 0.73 0.001
C -4.90530 3.06620 -2.05480 0.71 -0.38 0.49 0.004
Si -2.12620 1.55340 0.01960 -2.10 1.15 0.22 0.037
Si -1.59930 3.67110 1.12250 0.47 1.13 0.85 -0.004
C -3.01730 4.99050 1.21210 0.20 -0.87 -0.23 -0.003
C -1.14690 3.27900 2.95800 -0.28 -0.23 -0.68 0.000
C -0.11870 4.75970 0.58290 -0.35 -0.58 -0.23 0.000
Si -4.03470 0.90460 1.48040 -0.86 -0.73 0.98 0.008
C -5.53230 2.10810 1.80650 0.93 0.03 -0.49 0.001
C -3.41420 0.50720 3.26610 0.16 0.22 -0.71 0.002
C -5.07040 -0.66890 1.01120 0.72 0.46 -0.26 0.002
H -4.65380 0.28440 -3.61850 -0.06 0.31 -0.16 0.000
H -4.58610 -0.32730 -1.97930 -0.16 -0.19 0.19 0.000
H -3.16450 -0.40480 -2.99160 0.24 -0.19 -0.05 0.000
H -2.78930 2.73200 -4.44150 -0.34 -0.09 0.00 0.000
H -1.54380 1.70690 -3.74220 0.18 -0.17 -0.06 0.000
H -1.68100 3.36150 -3.22620 0.11 0.18 0.01 0.000
H -5.36210 3.18700 -3.03420 0.15 -0.17 -0.26 0.001
H -4.62810 4.05020 -1.69490 0.06 0.30 0.12 0.000
H -5.66420 2.67970 -1.38500 -0.23 -0.10 0.22 0.000
H -3.91470 4.57420 1.64990 -0.29 -0.07 0.11 0.000
H -3.27470 5.33670 0.21740 -0.06 0.09 -0.30 0.000
H -2.73430 5.85990 1.79990 0.30 0.03 0.14 0.000
H -2.02170 3.04720 3.55300 -0.26 -0.11 0.15 0.000
H -0.61320 4.08870 3.45160 0.05 0.23 -0.16 0.000
H -0.50710 2.40080 2.97200 0.18 -0.20 0.09 0.000
H -0.30670 5.22610 -0.37720 -0.03 0.08 -0.12 0.000
H 0.76140 4.13950 0.44820 0.23 0.01 0.09 0.000
H 0.12660 5.54330 1.30080 -0.24 -0.09 0.29 0.000
H -5.19530 3.06910 2.17380 0.03 0.29 0.12 0.000
H -6.22810 1.70360 2.53750 0.09 -0.34 0.13 0.000
H -6.08350 2.28650 0.89010 -0.17 0.08 -0.25 0.000
H -3.53190 1.35570 3.93200 -0.02 0.25 0.09 0.000
H -2.35630 0.27220 3.21640 0.31 -0.13 0.12 0.000
H -3.91930 -0.33960 3.72110 -0.23 -0.20 -0.10 0.000
H -5.44390 -0.58850 -0.00340 -0.14 -0.02 -0.29 0.000
H -5.93010 -0.81630 1.66090 -0.05 0.26 0.28 0.000
H -4.46510 -1.56520 1.06150 0.17 -0.24 -0.02 0.000
```
Forces are in eV/Å.

Values from the calculation:
total charge	-2
electronic energy	-201327.683	eV
multiplicity	4



Computed, not measured: a molecular structure, C41H55BHfN10S3SbSe4 at a distorted geometry, with ωB97M-V/def2-TZVPD.

The geometry in XYZ format:
```
116
Properties=species:S:1:pos:R:3:forces:R:3:mulliken_charge:R:1
Hf -1.05247 2.24262 0.35524 -0.11 -0.66 -0.45 0.541
C -3.60793 -2.30836 -1.66392 -0.06 0.02 0.02 -1.753
C -2.14336 -2.02529 -1.70699 0.24 -0.10 -0.12 0.139
C -1.28166 -2.72792 -2.51421 -0.09 0.04 0.08 -0.628
C 0.08783 -2.42618 -2.51720 -0.02 0.02 0.01 -0.300
N 0.56724 -1.49235 -1.72694 0.04 0.03 0.05 -0.174
N -0.25267 -0.80837 -0.95228 -0.18 0.07 -0.05 0.422
B 0.36623 0.27286 0.02539 -0.49 -0.35 0.08 -1.246
N 0.51951 -0.45420 1.40657 0.13 0.39 0.21 0.869
N 0.28439 -1.75184 1.50039 0.08 -0.15 0.09 -0.623
C 0.57843 -2.36357 2.62252 -0.02 0.00 -0.12 0.023
C 1.15789 -1.66188 3.69860 0.03 0.25 0.03 -0.385
C 1.39820 -0.31380 3.60633 -0.03 -0.35 0.01 -0.023
C 2.01368 0.48854 4.70176 0.02 -0.01 0.07 -1.856
C 1.02434 0.31126 2.39219 -0.13 0.00 -0.23 1.402
S 1.14585 2.01056 2.12319 0.01 0.14 0.02 -0.468
C 0.25800 -3.84476 2.70772 -0.07 -0.04 -0.02 2.120
C -0.02442 -4.41480 1.31636 0.01 0.01 0.02 -1.831
C 1.43760 -4.60141 3.32962 0.02 -0.01 -0.01 -1.671
C -0.98908 -4.00712 3.58933 0.02 -0.02 0.00 -1.847
N 1.83725 0.50857 -0.41171 0.19 0.44 -0.30 0.436
N 2.71783 -0.43633 -0.08256 0.11 -0.16 0.10 0.618
C 3.97431 -0.26815 -0.37787 -0.09 0.00 0.06 -0.051
C 4.40795 0.88714 -1.07609 -0.10 0.11 -0.01 -0.784
C 3.51970 1.86219 -1.41688 0.08 -0.28 0.10 -0.067
C 3.91287 3.11990 -2.11055 0.03 0.06 -0.07 -1.806
C 2.16058 1.64864 -1.03209 -0.02 -0.17 0.03 1.057
S 0.96946 2.83140 -1.29461 -0.02 0.19 -0.07 -0.258
C 4.95223 -1.34015 0.06958 0.02 -0.03 0.02 2.464
C 6.05186 -0.69067 0.92056 0.01 0.00 -0.02 -1.814
C 4.24931 -2.40929 0.90793 -0.01 0.03 -0.03 -1.842
C 5.57498 -1.98473 -1.17575 0.02 -0.01 0.01 -1.524
C -1.57800 -0.99689 -0.92406 0.22 -0.03 -0.03 1.689
S -2.55448 0.04284 0.05962 -0.26 0.14 0.09 -0.906
C 1.12704 -3.14099 -3.36666 0.04 -0.03 -0.03 2.325
C 0.48771 -4.12544 -4.34281 -0.02 0.00 0.00 -2.275
C 1.93087 -2.09509 -4.14996 0.01 -0.01 0.02 -1.550
C 2.06225 -3.89884 -2.41560 0.01 -0.01 0.00 -1.207
H -3.85561 -3.15831 -2.29626 0.00 0.00 -0.01 0.472
H -4.17952 -1.43931 -1.99613 -0.01 -0.01 0.01 0.291
H -3.92818 -2.51582 -0.64201 -0.01 -0.01 0.00 0.332
H -1.66425 -3.51245 -3.15169 -0.02 -0.01 0.00 0.611
H 1.41117 -2.19177 4.60708 0.01 0.01 0.03 0.401
H 2.16985 -0.11833 5.59154 0.01 0.00 0.00 0.472
H 1.38546 1.34558 4.94838 0.01 0.00 0.01 0.324
H 2.97226 0.89672 4.37615 0.00 0.01 0.00 0.328
H 0.83721 -4.28708 0.65844 0.00 0.01 -0.01 0.294
H -0.87756 -3.92324 0.84942 -0.01 0.01 -0.01 0.183
H -0.24134 -5.48015 1.40229 0.00 -0.01 0.01 0.541
H 2.36888 -4.38088 2.80403 0.00 -0.01 -0.01 0.200
H 1.25899 -5.67472 3.26190 -0.01 -0.01 0.01 0.479
H 1.57227 -4.36348 4.38516 0.01 0.02 0.01 0.396
H -1.84307 -3.48812 3.14970 -0.01 0.00 0.00 0.310
H -0.82188 -3.60819 4.59190 0.00 0.00 0.01 0.363
H -1.24362 -5.06340 3.68750 0.00 -0.01 0.00 0.481
H 5.45831 1.00726 -1.30753 0.00 0.01 -0.04 0.418
H 4.98959 3.15656 -2.26299 0.00 0.00 -0.01 0.442
H 3.59677 3.98714 -1.52918 0.02 0.00 0.00 0.373
H 3.41295 3.19334 -3.07811 0.00 0.01 0.00 0.323
H 5.62801 -0.19442 1.79543 -0.01 0.00 0.01 0.345
H 6.62793 0.04472 0.35764 0.00 0.00 0.00 0.366
H 6.74742 -1.45602 1.26696 0.01 -0.01 0.00 0.474
H 3.83301 -1.97909 1.82093 -0.01 0.01 0.00 0.246
H 4.96969 -3.17968 1.18625 0.02 0.00 0.00 0.581
H 3.43090 -2.87616 0.36097 -0.02 -0.02 -0.01 0.053
H 6.12533 -1.25648 -1.77380 0.00 0.01 -0.01 0.363
H 4.80987 -2.43577 -1.80989 -0.01 -0.01 0.00 0.146
H 6.27526 -2.76603 -0.87752 0.01 -0.01 0.00 0.485
H -0.19732 -3.62710 -5.03177 -0.01 0.00 0.00 0.457
H -0.05148 -4.92189 -3.82638 0.00 -0.01 0.00 0.406
H 1.26789 -4.59692 -4.94020 0.01 0.00 0.00 0.419
H 1.29271 -1.54964 -4.84777 -0.01 0.01 0.00 0.360
H 2.71569 -2.58930 -4.72404 0.00 -0.01 -0.01 0.448
H 2.39416 -1.37733 -3.47308 0.01 0.00 0.00 0.160
H 1.51731 -4.65760 -1.84964 -0.01 -0.01 0.00 0.297
H 2.52187 -3.20811 -1.70918 0.01 0.02 0.02 -0.148
H 2.84862 -4.39863 -2.98340 0.01 0.00 -0.01 0.497
N -1.74826 1.70583 2.57523 0.09 0.01 0.21 0.051
C -3.14630 1.67302 2.89440 -0.13 -0.02 -0.11 0.065
C -3.66519 1.00226 3.96407 0.06 0.12 -0.10 -0.456
C -5.04379 1.08372 4.24024 -0.10 -0.04 0.09 -0.881
C -5.86462 1.85524 3.47053 -0.05 0.01 0.04 -0.891
C -5.35294 2.54694 2.34993 0.25 -0.07 -0.01 0.530
C -6.13561 3.37296 1.51680 -0.02 0.06 -0.07 -0.906
C -5.54803 3.98214 0.44851 -0.13 0.01 0.04 -1.303
C -4.19559 3.72745 0.16795 0.20 -0.08 0.00 -0.414
N -3.42285 2.95747 0.90889 -0.15 -0.08 -0.06 0.407
C -3.98434 2.41165 2.03180 -0.08 -0.05 0.03 0.313
H -1.29027 0.85851 2.89702 0.00 0.03 0.02 0.019
H -1.29613 2.49007 3.05334 -0.01 -0.12 0.07 0.477
H -3.01628 0.43038 4.61584 0.03 0.00 0.00 0.592
H -5.44302 0.54852 5.09073 -0.01 0.00 0.00 0.420
H -6.91667 1.94710 3.70776 0.00 0.00 0.00 0.448
H -7.18475 3.52050 1.73951 -0.01 -0.01 0.01 0.449
H -6.10133 4.64286 -0.20308 0.00 0.00 -0.01 0.526
H -3.74118 4.16921 -0.70728 0.00 0.00 0.01 0.613
Se 0.48907 8.02742 3.44417 0.10 0.07 0.29 -0.437
Sb -0.18629 7.52083 1.29164 -0.42 -0.14 -0.07 0.725
Se -0.63140 4.65369 1.23796 0.18 1.04 0.65 0.032
Se -2.43560 6.25333 1.24029 0.44 -0.19 -0.04 -0.327
Se 0.54350 8.16222 -0.81721 0.10 0.09 -0.24 -0.431
C -3.93377 1.52985 -4.43081 -0.04 -0.05 -0.04 -1.327
C -3.08675 2.39095 -3.56325 0.05 0.01 0.10 0.804
C -2.43749 3.58122 -3.80201 -0.05 -0.03 -0.08 -1.355
C -1.79119 3.92628 -2.60973 -0.16 0.02 0.18 0.756
N -2.03809 2.99875 -1.66920 0.18 -0.34 -0.45 0.318
N -2.82132 2.06860 -2.29021 -0.06 0.17 0.03 0.427
C -0.99556 5.16162 -2.38821 0.09 0.03 0.03 -1.305
H -4.00775 1.95910 -5.42664 0.00 0.01 0.00 0.384
H -4.94204 1.43408 -4.02576 0.00 -0.01 0.00 0.294
H -3.50547 0.53044 -4.52282 -0.01 0.00 0.00 0.266
H -2.42504 4.13896 -4.72206 -0.01 0.02 -0.01 0.545
H -3.15777 1.28111 -1.74411 0.05 -0.02 -0.02 -0.218
H -1.57913 6.03664 -2.67461 -0.01 0.00 0.01 0.407
H -0.09453 5.14693 -3.00232 0.00 0.00 0.00 0.387
H -0.69316 5.27813 -1.35253 0.00 0.00 -0.02 -0.209
```
Forces are in eV/Å.

Values from the calculation:
total charge	+1
relative energy (zero: lowest compared OMol25 entry of this formula, charge and spin)	0.000	eV
electronic energy	-360725.102	eV